No. 1
DFT (ωB97M-V/def2-TZVPD) results for the molecule C5H8N2O in a non-equilibrium geometry.

SMILES ... C=C(C)/N=C/NC=O
Energy relative to the best compared isomer or geometry (same formula, charge and spin) ... 38.7 kcal per mole
Kohn-Sham gap ... 9.141 eV
HOMO ... -8.7 eV
Total charge ... 0

Element x y z (Å)
C (1.807397, -1.181546, -0.215801)
C (1.293181, 0.069971, -0.066383)
C (1.982900, 1.378358, 0.156316)
N (-0.062549, 0.235469, -0.351921)
C (-0.814952, -0.717903, 0.138819)
N (-2.176610, -0.628261, 0.284229)
C (-2.897505, 0.488041, -0.091339)
O (-4.112433, 0.442255, -0.161712)
H (2.900745, -1.392838, -0.022937)
H (1.229518, -2.002734, -0.627436)
H (1.232708, 2.148234, 0.599089)
H (2.364147, 1.656692, -0.866026)
H (2.823747, 1.303287, 0.866201)
H (-0.461345, -1.712989, 0.415150)
H (-2.773808, -1.478107, 0.361333)
H (-2.335146, 1.392071, -0.417586)

Force components x, y, z for each atom (eV/Å):
2.14 1.28 0.42
0.68 -2.34 -1.01
-0.25 0.84 0.45
-2.88 -1.37 1.82
0.92 1.10 -1.10
-0.82 -0.18 -0.64
-1.37 0.35 -0.87
0.84 0.11 0.27
-1.41 0.32 -0.23
0.08 0.19 0.15
1.34 -1.25 -1.09
-0.37 0.34 1.16
-0.21 -0.05 -0.47
0.31 0.36 0.48
0.94 0.96 0.12
0.06 -0.65 0.54

=====

No. 2
DFT (ωB97M-V/def2-TZVPD) results for a structure of composition C5H8N2O in a non-equilibrium geometry.

Energy relative to the best compared isomer or geometry (same formula, charge and spin) ... 171.1 kcal per mole
Kohn-Sham gap ... 9.495 eV
HOMO ... -8.8 eV
Total charge ... 0

Element x y z (Å)
C (-1.553273, 0.698111, -0.125161)
C (-1.512323, -0.777397, -0.020353)
C (0.055329, -0.821069, 0.397933)
C (2.144749, -0.491359, -0.231570)
C (-0.048120, 0.473830, -0.241408)
H (-2.036134, 1.084615, -1.242553)
H (-2.077444, 1.524196, 0.673395)
H (-2.024783, -1.483036, 0.759494)
H (-1.740627, -1.069520, -1.070613)
H (0.220035, -0.669307, 1.393540)
H (3.161290, -1.093003, -0.298007)
H (0.779566, 1.381986, 1.331880)
H (0.301560, 0.251264, -1.304353)
N (2.124315, 0.817243, -0.016848)
N (0.980796, 1.615356, 0.079953)
O (1.225065, -1.441908, -0.085326)

Force components x, y, z for each atom (eV/Å):
-1.99 4.31 -1.59
-1.21 -5.33 1.27
-1.44 1.35 -2.11
3.32 1.78 1.27
1.53 5.74 -2.99
1.27 -1.08 3.36
1.96 -2.82 -1.78
0.03 1.74 -1.63
0.47 -0.84 1.05
-0.30 -0.25 3.17
-1.83 2.03 -0.23
0.83 2.15 -4.09
-1.23 0.44 0.76
3.29 -3.27 -1.30
-3.32 -4.51 5.44
-1.39 -1.44 -0.62

=====

No. 3
DFT (ωB97M-V/def2-TZVPD) results for a structure of composition C5H8N2O in a non-equilibrium geometry.

Energy relative to the best compared isomer or geometry (same formula, charge and spin) ... 35.6 kcal per mole
Kohn-Sham gap ... 7.560 eV
HOMO ... -20.0 eV
Total charge ... +2

Element x y z (Å)
C (-1.372110, -0.341001, 1.268475)
C (0.180787, -0.858458, 0.050255)
C (-2.703567, -0.085007, 0.970747)
C (1.475243, -1.000431, -0.442169)
C (-0.516736, 1.619075, -0.140845)
N (-0.668169, -1.580309, 0.797009)
N (-0.473749, 0.327538, 0.292402)
O (-3.292475, 0.684588, 0.318424)
H (-1.048531, 0.066485, 2.207467)
H (1.798588, -2.039369, -0.639085)
H (2.012284, -0.492830, 0.376070)
H (1.671107, -0.213975, -1.223706)
H (-1.559776, 1.796797, -0.441278)
H (0.101027, 1.771723, -1.006858)
H (-0.013520, 2.283946, 0.611159)
H (-0.994671, -2.522683, 0.865670)

Force components x, y, z for each atom (eV/Å):
4.96 -2.00 -0.34
-3.02 1.88 1.38
-4.70 5.69 -5.59
1.76 0.46 -1.40
0.95 2.94 0.12
-1.10 0.56 1.09
0.27 -3.56 0.26
1.34 -4.34 3.81
-0.37 -0.37 1.30
0.06 0.77 0.00
0.57 -0.64 0.26
-0.21 -1.20 0.07
0.28 0.92 0.14
0.12 -0.27 -0.77
-1.28 -0.02 -0.43
0.38 -0.82 0.10

=====

No. 4
DFT (ωB97M-V/def2-TZVPD) results for a structure of composition C5H8N2O2 in a non-equilibrium geometry.

Energy relative to the best compared isomer or geometry (same formula, charge and spin) ... 118.3 kcal per mole
Kohn-Sham gap (alpha / beta) ... 7.703 / 7.704 eV
HOMO (alpha / beta) ... -8.3 / -8.3 eV
Total charge ... 0

Element x y z (Å)
C (-0.472340, -1.527558, -0.765185)
C (1.130406, -0.386353, 1.000121)
C (0.081452, -0.106562, -0.592348)
C (-1.048246, 0.819557, 0.046332)
N (2.271091, 0.297575, 0.766519)
N (-2.062419, 1.260341, -0.741090)
C (-0.522567, 0.900164, 1.208039)
O (1.003226, -1.298832, 1.790309)
O (0.742584, 0.475987, -1.484772)
H (2.318921, 0.835779, -0.089907)
H (3.125533, -0.036933, 1.186313)
H (-2.569313, 2.070559, -0.416257)
H (-1.813110, 1.297286, -1.722641)
H (-0.412515, 0.979955, 2.267298)
H (0.362085, -2.177866, -1.025446)
H (-1.200875, -1.512727, -1.576898)
H (-0.933911, -1.890372, 0.149612)

Force components x, y, z for each atom (eV/Å):
0.54 -0.10 0.45
-0.18 0.22 1.03
-1.98 1.37 -0.96
0.41 -0.45 -1.21
-0.02 0.04 -0.10
-0.13 0.13 0.16
1.26 -1.01 0.03
0.06 0.21 -0.40
0.18 -0.48 0.90
-0.02 -0.10 0.10
-0.08 -0.02 -0.05
0.01 -0.08 -0.09
-0.02 0.00 0.14
-0.06 0.15 0.08
-0.09 -0.05 -0.08
0.09 0.11 0.02
0.02 0.05 -0.01

=====

No. 5
DFT (ωB97M-V/def2-TZVPD) results for the molecule C5H8N2O2 in a non-equilibrium geometry.

SMILES ... CN(CC#N)CC(=O)O
Energy relative to the best compared isomer or geometry (same formula, charge and spin) ... 64.8 kcal per mole
Kohn-Sham gap ... 10.497 eV
HOMO ... -10.1 eV
Total charge ... 0

Element x y z (Å)
C (0.471889, 1.244917, 0.427911)
N (0.050321, 0.101965, -0.157609)
C (1.062290, -0.505523, -1.029954)
C (1.137514, 0.281590, -2.409888)
N (1.058531, 0.956888, -3.341555)
C (-0.259199, -0.829350, 0.836229)
C (-1.747682, -0.568031, 1.368313)
O (-2.147995, -0.732249, 2.454854)
O (-2.488957, -0.233128, 0.341982)
H (1.500162, 1.117763, 0.865215)
H (0.552633, 2.142586, -0.201490)
H (-0.141529, 1.690933, 1.295969)
H (2.051648, -0.320851, -0.684399)
H (0.720273, -1.535008, -1.263549)
H (-0.253245, -1.807565, 0.445695)
H (0.410263, -0.837154, 1.638523)
H (-1.976916, -0.167784, -0.586248)

Force components x, y, z for each atom (eV/Å):
1.87 5.47 2.89
-0.30 -2.46 -2.86
-1.39 1.72 -3.23
-0.95 -0.53 1.45
0.28 -0.51 0.49
-2.91 -0.40 1.58
3.06 -0.57 -2.73
-0.65 -0.17 2.13
-0.73 0.68 -3.41
-0.47 0.11 -0.05
-0.03 -0.54 -0.50
0.38 -1.38 -1.24
1.02 -0.78 0.88
0.89 0.62 0.19
-0.28 -1.34 -0.50
1.17 0.17 1.59
-0.98 -0.06 3.34

=====

No. 6
DFT (ωB97M-V/def2-TZVPD) results for the molecule C5H8N2O2 in a non-equilibrium geometry.

SMILES ... CC(=O)/C=C\C(=O)NN
Energy relative to the best compared isomer or geometry (same formula, charge and spin) ... 74.3 kcal per mole
Kohn-Sham gap ... 9.394 eV
HOMO ... -9.2 eV
Total charge ... 0

Element x y z (Å)
C (-1.618230, 0.818812, 0.503043)
C (-0.358315, 0.264827, 1.120891)
O (0.358590, 0.937453, 1.898554)
C (-0.230032, -1.232121, 1.142273)
C (0.527251, -1.843648, 0.232590)
C (1.142947, -1.001286, -0.809218)
O (1.560189, -1.385316, -1.876731)
N (0.946273, 0.364437, -0.500548)
N (0.982750, 1.299349, -1.560765)
H (-1.498127, 1.884226, 0.317092)
H (-1.882670, 0.287901, -0.409505)
H (-2.427753, 0.698078, 1.222943)
H (-0.662133, -1.745346, 1.991282)
H (0.716992, -2.905902, 0.202212)
H (1.414651, 0.750502, 0.379194)
H (0.242191, 1.984435, -1.414159)
H (0.785426, 0.823597, -2.439147)

Force components x, y, z for each atom (eV/Å):
0.21 0.04 -0.01
-0.07 0.89 1.83
-1.33 -0.88 -0.55
0.64 -0.02 -0.22
0.13 -0.02 0.41
-0.35 0.38 -0.46
-0.14 0.07 0.13
0.93 0.76 0.77
0.24 0.15 -0.44
0.00 0.04 -0.02
-0.03 0.01 -0.03
-0.06 -0.04 0.05
-0.12 -0.06 -0.01
-0.01 -0.05 0.03
-0.29 -0.87 -1.85
0.07 -0.25 0.15
0.19 -0.15 0.22

=====

No. 7
DFT (ωB97M-V/def2-TZVPD) results for a structure of composition C5H8N2O3 in a non-equilibrium geometry.

Energy relative to the best compared isomer or geometry (same formula, charge and spin) ... 100.9 kcal per mole
Kohn-Sham gap ... 9.982 eV
HOMO ... -9.5 eV
Total charge ... 0

Element x y z (Å)
O (2.294054, 1.138967, -1.869748)
C (1.902977, 0.041496, -1.520487)
N (0.643910, -0.269404, -1.090608)
C (0.067414, -1.543936, -1.518847)
C (-1.442787, -1.454909, -1.480041)
N (-2.027745, -1.083828, -0.205459)
C (-2.009035, -0.093741, -1.278821)
C (-0.969036, 0.977667, -1.083453)
O (-0.902843, 1.992029, -1.735149)
H (2.596701, -0.817742, -1.419442)
H (0.364108, -1.789480, -2.547478)
H (0.427348, -2.347944, -0.862450)
H (-1.987403, -2.140787, -2.129530)
H (-2.953636, -1.477369, -0.063426)
H (-2.932667, 0.198641, -1.778193)
O (-0.515263, 1.220095, 0.636209)
H (-1.153625, 0.662700, 1.109480)
H (0.480785, 0.195877, 0.245609)

Force components x, y, z for each atom (eV/Å):
-0.50 -1.16 0.51
1.44 1.12 -0.38
-2.13 1.00 2.30
0.49 -0.32 0.53
0.01 0.05 -0.18
-0.20 -0.19 0.32
0.58 -0.33 0.53
0.19 3.36 -0.97
0.10 -2.52 1.74
0.15 -0.02 -0.44
0.06 0.20 0.19
-0.24 -0.12 -0.18
0.11 0.13 0.19
0.12 0.03 -0.13
0.40 0.15 0.14
0.56 -1.76 -1.88
0.04 0.02 0.01
-1.20 0.37 -2.28

=====

No. 8
DFT (ωB97M-V/def2-TZVPD) results for a cluster of 2 separate species, C5H8N2O3 in total in a non-equilibrium geometry.

SMILES ... CN(C)/N=C\C=O.O=C=O
Energy relative to the best compared isomer or geometry (same formula, charge and spin) ... 105.4 kcal per mole
Kohn-Sham gap (alpha / beta) ... 7.790 / 7.786 eV
HOMO (alpha / beta) ... -7.9 / -7.9 eV
Total charge ... 0

Element x y z (Å)
C (-2.886848, 0.425074, -0.185249)
N (-1.411950, 0.039208, -0.288557)
C (-0.812953, 0.186627, 1.032301)
N (-0.769515, -0.289226, -1.307833)
C (0.758710, -1.024852, -1.342643)
C (1.549841, -1.495319, -0.155893)
O (2.742935, -1.687310, -0.255651)
H (-3.066615, 0.256971, 0.877000)
H (-3.035345, 1.482292, -0.591886)
H (-3.382789, -0.443649, -0.698945)
H (-1.140545, 1.076034, 1.494532)
H (-0.949804, -0.687647, 1.655099)
H (0.260155, 0.241213, 0.969714)
H (1.158156, -0.913912, -2.316681)
H (0.923004, -1.816864, 0.681110)
O (3.321461, 1.471693, 1.297073)
C (3.371304, 1.546555, 0.135275)
O (3.370803, 1.633110, -0.998766)

Force components x, y, z for each atom (eV/Å):
1.21 -1.14 -1.73
0.41 0.67 2.11
1.34 -1.18 -0.24
4.21 -2.83 -1.49
-4.67 2.26 2.87
-1.52 0.69 -2.60
0.19 -0.15 0.45
-0.41 0.69 -0.23
-0.15 -1.69 0.62
-0.08 1.49 0.01
-0.71 0.88 0.59
-0.60 -0.19 0.25
0.48 0.25 -0.50
0.08 0.28 -0.68
0.25 0.05 0.61
0.13 0.03 -0.30
-0.36 -0.31 2.38
0.19 0.21 -2.12

=====

No. 9
DFT (ωB97M-V/def2-TZVPD) results for the molecule C5H8N2O3 in a non-equilibrium geometry.

Energy relative to the best compared isomer or geometry (same formula, charge and spin) ... 95.3 kcal per mole
Kohn-Sham gap (alpha / beta) ... 6.236 / 6.201 eV
HOMO (alpha / beta) ... -10.1 / -10.0 eV
Total charge ... 0

Element x y z (Å)
C (-1.231609, -1.023463, 0.248294)
C (-2.657270, 0.944630, -0.139544)
C (2.164139, -0.025351, 1.124413)
C (1.197176, 0.582557, -1.249974)
C (1.055117, -0.299463, 0.066500)
N (-2.393989, -0.504953, -0.171070)
N (-0.193432, -0.294662, 0.616045)
O (-1.038635, -2.213251, 0.415074)
O (-3.814481, 1.310228, -0.320802)
O (-1.616830, 1.636885, 0.008392)
H (3.124846, 0.155299, 0.718398)
H (1.728733, 0.830040, 1.725273)
H (2.289273, -0.860450, 1.897866)
H (1.227126, 1.635682, -0.907261)
H (0.215193, 0.445956, -1.765049)
H (2.010520, 0.260555, -1.779560)
H (1.155946, -1.431021, -0.295764)
H (-3.221822, -1.149221, -0.191236)

Force components x, y, z for each atom (eV/Å):
-3.22 -1.13 -1.49
-1.65 -0.65 -0.75
-2.37 -0.26 2.01
-3.84 0.66 2.25
2.51 -2.03 -0.78
-1.13 0.27 0.33
0.18 2.74 1.21
0.84 -1.04 0.34
1.24 -0.41 0.33
1.78 -0.82 0.53
0.76 0.51 -0.56
1.07 -0.57 -0.65
-0.44 0.86 -1.30
0.22 -0.59 -0.31
1.05 0.20 -0.09
1.99 -0.63 -1.38
-0.29 1.89 0.31
1.31 0.99 0.00

=====

No. 10
DFT (ωB97M-V/def2-TZVPD) results for a cluster of 2 separate species, C5H8N2O3 in total in a non-equilibrium geometry.

Energy relative to the best compared isomer or geometry (same formula, charge and spin) ... 89.1 kcal per mole
Kohn-Sham gap ... 10.589 eV
HOMO ... -10.3 eV
Total charge ... 0

Element x y z (Å)
C (-0.207790, 0.633487, -2.891226)
N (-0.515961, -0.012467, -1.636436)
C (0.212996, 0.110065, -0.616187)
O (-0.215516, -0.198004, 0.617535)
C (-1.342200, -1.042085, 0.718339)
C (-1.508256, -1.437609, 2.162917)
O (-2.465419, -2.059336, 2.552072)
C (1.559542, 0.791553, -0.582250)
N (1.717354, 2.084387, -0.448436)
H (-0.554133, -0.008904, -3.711658)
H (-0.768127, 1.577245, -2.962395)
H (0.860826, 0.849401, -3.047434)
H (-2.251099, -0.526733, 0.370194)
H (-1.219791, -1.946649, 0.101758)
H (-0.685459, -1.140314, 2.850127)
O (2.519084, 0.252027, 0.104576)
H (0.950628, 2.628498, -0.832626)
H (2.876092, 1.489130, 0.349446)

Force components x, y, z for each atom (eV/Å):
0.31 -0.36 -0.40
-0.46 0.11 0.64
-0.47 0.42 -2.11
1.09 -0.32 0.14
-0.68 -0.07 -0.42
-0.20 -0.28 0.39
0.42 0.30 -0.22
0.33 2.13 4.17
-1.35 -0.20 -1.80
0.14 0.21 0.19
0.11 -0.26 0.10
-0.14 -0.01 0.06
0.23 -0.18 0.07
-0.01 0.24 0.14
-0.14 -0.01 -0.16
1.62 0.59 0.23
0.15 0.50 0.03
-0.94 -2.81 -1.07